DFT (ωB97M-V/def2-TZVPD) results for a structure of composition C4H7NO2S.

Orbital gap   0.32566 Eh
Electronic energy   -20675.9994 eV
Energy relative to the best compared isomer or geometry (same formula, charge and spin)   650.02 kJ/mol
LUMO level   -0.011 hartree

XYZ file:
```
15
Properties=species:S:1:pos:R:3:forces:R:3:nbo_charge:R:1
C 2.011 -0.955 0.674 0.8256 -0.1433 2.9750 -0.290
C 0.734 1.063 -0.143 -1.7312 1.6301 -2.9069 0.401
C -1.781 0.635 -0.650 -0.4952 -3.8426 2.0282 0.640
C -1.667 -0.765 0.047 -1.5038 -0.5671 -0.3977 -0.842
H 2.708 -0.385 1.468 -2.1031 -1.1548 -1.7157 0.236
H 2.758 -1.435 -0.031 -1.6061 1.4117 -0.4688 0.236
H 1.415 -1.801 1.121 1.2829 0.6634 0.0455 0.217
H -0.772 2.337 -1.045 0.4912 -2.2256 0.6134 0.436
H -0.167 -0.997 -0.107 -5.4566 -0.1578 0.3780 0.353
H -2.040 -0.675 1.420 1.1873 -0.3535 -4.6047 0.234
H -2.603 -1.305 -0.727 2.9250 0.9317 3.0335 0.248
N -0.659 1.328 -0.687 6.0949 4.2637 0.9523 -0.648
O 0.773 -0.159 0.360 3.4275 -0.0160 0.1269 -0.541
O -2.733 1.041 -1.235 -1.7992 0.6852 -0.7855 -0.591
S 2.023 2.074 -0.465 -1.5393 -1.1250 0.7266 -0.091
```
Forces are in eV/Å.